Model i:
The following is a quantum chemistry calculation of a cluster of 2 separate species, C4H10OS in total, from OMol25.

Last column: Mulliken charge in e.
Geometry (Å):
C  3.33683  -1.33142  -0.29627  -0.78
O  3.08877  0.90941  0.72010  -0.49
H  -2.17087  -0.12625  1.74322  0.28
C  -3.58334  0.61514  0.12461  -0.84
H  2.71262  0.59911  -1.26112  0.29
H  -0.26285  0.54509  -1.01786  0.07
H  -3.62366  0.14422  -0.86521  0.30
S  -0.97338  -0.29827  -0.44746  -0.24
H  4.40865  -1.41654  -0.54135  0.30
C  3.10543  0.18220  -0.27534  0.18
C  -2.14500  0.51779  0.79624  -0.38
H  2.70822  -1.87970  -1.06198  0.24
H  3.18468  -1.76035  0.67326  0.27
H  -3.77361  1.67461  0.01290  0.27
H  -1.72829  1.53537  0.89819  0.28
H  -4.28418  0.08958  0.79807  0.26

The SMILES is CC=O.CCS.

=====

Model ii:
The following is a quantum chemistry calculation of an isolated molecule of C4H10OS, from OMol25.

Last column: Mulliken charge in e.
Geometry (Å):
C  -0.12564  -0.80708  -0.73610  -0.51
H  -0.65519  -1.23387  -1.61714  0.41
C  -1.09580  -0.51569  0.48595  -0.70
H  -0.01040  0.98848  3.25337  0.33
S  0.95263  0.50696  -2.95016  -0.19
O  -0.65933  0.45681  2.72756  -0.53
H  -1.47609  -1.40101  0.84840  0.39
C  0.46914  0.53344  -1.22475  -0.74
H  -0.25294  1.27834  -0.92324  0.32
H  0.60260  -1.61146  -0.58809  0.36
H  0.08754  1.11750  0.95562  0.40
H  1.35653  0.64044  -0.65869  0.29
H  -1.94236  0.13921  0.23315  0.26
H  2.10822  -0.00279  -2.82191  0.11
C  -0.16993  0.24267  1.45080  -0.45
H  0.81101  -0.33196  1.56522  0.26

The SMILES is OCCCCS.

=====

Model iii:
The following is a quantum chemistry calculation of a cluster of 2 separate species, C4H10OS in total, from OMol25.

Last column: Mulliken charge in e.
Geometry (Å):
H  -2.44241  1.27390  -1.48476  0.31
C  -0.06222  2.35207  -0.97238  -0.77
H  -0.88364  2.77659  -1.52991  0.28
C  -1.91641  0.46661  -0.99011  -0.88
H  0.46755  3.04834  -0.33451  0.29
H  -2.69160  -0.18668  -0.59028  0.33
H  -1.34228  -0.08899  -1.73692  0.28
C  1.68574  -1.42689  1.59233  -0.87
C  1.16344  -1.48229  0.17920  0.13
H  0.65295  1.76381  -1.53309  0.25
H  1.84579  -0.42762  1.99662  0.25
O  0.73902  -2.52880  -0.23563  -0.51
H  0.95599  -1.96822  2.20214  0.27
S  -0.75106  1.11000  0.26962  -0.08
H  2.59265  -2.02527  1.67485  0.32
H  1.25676  -0.64544  -0.53831  0.38

The SMILES is CC=O.CSC.

=====

Bottom line: model iii, by a margin of 22.9 kJ/mol.

=====

Model i:
The following is a quantum chemistry calculation of an isolated molecule of C5H4, from OMol25.

Last column: Mulliken charge in e.
Geometry (Å):
C  -0.22769  0.36558  -0.07704  0.43
C  0.85752  0.97305  0.24296  -0.69
H  1.20204  -1.31926  0.56761  0.19
H  1.23090  -0.66435  -1.25485  0.15
C  0.98425  -0.43617  -0.14545  -0.42
C  -2.75789  -0.03957  0.07318  -0.28
H  1.33069  1.81988  0.33642  0.42
H  -3.80016  -0.28411  -0.11622  0.38
C  -1.59244  0.24448  -0.06586  -0.17

The SMILES is C#CC1=CC1.

=====

Model ii:
The following is a quantum chemistry calculation of an isolated molecule of C5H4, from OMol25.

Last column: Mulliken charge in e.
Geometry (Å):
H  1.30897  -0.96251  0.99482  0.29
C  1.83674  -0.30180  0.30779  -0.74
C  0.96971  0.43732  -0.37794  -0.11
H  2.87378  -0.14028  0.13397  0.30
C  -2.75517  -0.27180  0.00879  -0.41
H  -3.74526  -0.26384  0.09772  0.43
C  -0.34997  0.37732  -0.10673  -0.32
H  1.40844  1.24529  -0.99280  0.27
C  -1.54724  -0.11970  -0.06562  0.30

=====

Model iii:
The following is a quantum chemistry calculation of a structure of composition C5H4, from OMol25.

Last column: Mulliken charge in e.
Geometry (Å):
C  0.85420  0.99578  0.08073  -0.67
H  1.71354  0.37969  0.06184  0.31
C  -0.38646  0.55197  -0.07403  0.33
H  0.94236  2.15933  0.28780  0.18
H  -0.96256  -1.06639  1.00595  0.29
C  -1.16082  -0.74158  0.01021  -0.29
C  -2.81724  0.25473  0.10103  -0.60
C  -1.73339  0.86981  -0.15129  0.15
H  -1.06544  -1.23433  -0.93046  0.30

=====

Bottom line: model i, by a margin of 96.5 kJ/mol.

=====

Model i:
The following is a quantum chemistry calculation of an isolated molecule of C5H4, from OMol25.

Last column: Mulliken charge in e.
Geometry (Å):
C  -0.33643  -0.69774  -0.24578  -0.01
C  1.15844  -0.65260  0.58243  -0.48
H  -2.19308  -1.31647  -1.10050  0.27
C  -1.23821  -0.91033  -1.40784  -0.65
H  -0.76111  -1.11434  -2.33746  0.28
H  1.70617  2.77424  1.49377  0.41
C  1.34408  1.79225  1.32603  0.03
H  -0.85085  -0.54423  0.79663  0.17
C  1.17099  0.66924  0.89272  -0.03

=====

Model ii:
The following is a quantum chemistry calculation of an isolated molecule of C5H4, from OMol25.

Last column: Mulliken charge in e.
Geometry (Å):
C  -2.21861  0.11308  0.05410  -0.61
C  0.59063  -0.59168  0.50163  -0.43
H  2.11582  -0.33513  -1.05947  0.27
C  -0.41420  0.15898  -0.06009  0.45
H  2.61142  0.45034  0.63647  0.21
C  1.82174  0.00455  -0.08177  -0.08
H  -2.85092  -0.27146  -0.81824  0.26
C  0.68717  1.02827  -0.11940  -0.35
H  -2.34304  -0.55694  0.94678  0.28

The SMILES is C=C1C2=C1C2.

=====

Bottom line: model i, by a margin of 96.2 kJ/mol.

=====

Model i:
The following is a quantum chemistry calculation of an isolated molecule of C5H4, from OMol25.

Last column: Mulliken charge in e.
Geometry (Å):
C  0.00661  -0.08133  0.80656  -0.12
C  1.23153  -0.03764  0.04598  -0.33
C  -0.73060  0.95434  -0.01897  -0.09
C  -0.71825  -1.25071  -0.02307  -0.30
H  -1.62489  1.53404  0.15263  0.34
H  -1.74734  -1.25331  0.02314  0.25
H  1.68155  0.98157  0.09158  0.22
H  1.88267  -0.85757  -0.25048  0.26
C  0.01873  0.01060  -0.82735  -0.22

=====

Model ii:
The following is a quantum chemistry calculation of an isolated molecule of C5H4, from OMol25.

Last column: Mulliken charge in e.
Geometry (Å):
H  0.16192  1.62021  -0.87297  0.28
C  1.21488  -0.06846  -0.09793  -0.40
H  -0.19344  1.17597  0.79128  0.20
C  -1.20692  0.00433  -0.44301  -0.37
C  2.17870  -0.76989  0.05224  0.11
C  0.02177  0.77050  -0.20277  -0.40
H  3.03006  -1.39976  0.17313  0.39
C  -2.20683  -0.50501  -0.01337  -0.17
H  -3.00013  -0.82788  0.61341  0.37

The SMILES is C#CCC#C.

=====

Model iii:
The following is a quantum chemistry calculation of a cluster of 3 separate species, C5H4 in total, from OMol25.

Last column: Mulliken charge in e.
Geometry (Å):
H  -2.07079  0.14560  1.21222  0.34
H  -0.63773  0.42782  2.18890  0.27
C  -1.11389  0.48567  1.20055  -0.70
H  0.19988  -1.11951  -1.60674  -0.25
C  2.30998  0.40106  0.11724  -0.17
C  0.03564  0.48622  -1.23578  -0.50
C  -0.36608  0.44129  0.10177  0.67
H  0.50239  -1.90814  -1.76569  0.29
C  1.14060  0.64000  -0.21246  0.06

=====

Model iv:
The following is a quantum chemistry calculation of an isolated molecule of C5H4, from OMol25.

Last column: Mulliken charge in e.
Geometry (Å):
H  1.21663  -1.42700  -0.07891  0.32
C  0.05387  0.02342  -0.97423  0.18
C  0.67291  -0.49630  0.06011  -0.84
C  -0.89277  0.10748  -1.85815  -0.58
H  -1.50819  -0.73862  -1.57745  0.23
C  0.48363  0.61672  2.43324  0.39
H  -1.02367  0.72835  -2.74094  0.28
H  0.43722  1.09994  3.38102  0.40
C  0.56036  0.08601  1.35531  -0.38

The SMILES is C#CC=C=C.

=====

Bottom line: model iv, by a margin of 21.5 kJ/mol.

=====

Model i:
The following is a quantum chemistry calculation of an isolated molecule of C5H4, from OMol25.

Last column: Mulliken charge in e.
Geometry (Å):
H  0.04533  1.61243  -0.72899  0.28
H  -0.43241  0.98427  0.82861  0.19
C  -0.10213  0.68791  -0.18286  -0.32
C  -1.99023  -0.40211  -0.05780  -0.28
C  2.09721  -0.77545  0.09161  0.13
H  2.98275  -1.36012  0.18228  0.39
H  -2.52033  -0.51752  0.85574  0.35
C  1.11047  -0.10220  -0.04568  -0.48
C  -1.19066  -0.12721  -0.94292  -0.28

The SMILES is C#CCC#C.

=====

Model ii:
The following is a quantum chemistry calculation of an isolated molecule of C5H4, from OMol25.

Last column: Mulliken charge in e.
Geometry (Å):
H  -0.07656  1.55700  -0.92634  0.35
H  3.00255  -1.12248  0.15539  0.27
H  1.22527  0.91008  0.55824  0.29
C  -2.45446  -0.45366  0.14674  0.31
C  1.08909  -0.02743  -0.12171  0.21
C  2.10960  -0.57053  0.40003  -0.43
C  -1.37678  0.01243  -0.14051  -0.24
H  -3.40104  -0.88099  0.39275  0.39
C  -0.11767  0.57558  -0.46459  -1.15

=====

Bottom line: model i, by a margin of 133.5 kJ/mol.

=====

Model i:
The following is a quantum chemistry calculation of an isolated molecule of H2N2O3S2, from OMol25.

Last column: Mulliken charge in e.
Geometry (Å):
S  1.48583  -0.76204  0.15484  0.98
N  0.85718  0.32504  -0.90582  -0.31
H  -2.36467  1.37859  -0.11291  0.26
H  -2.34220  0.07429  -0.97179  0.27
O  1.10885  -2.10534  0.01047  -0.46
O  0.44013  0.07111  1.24565  -0.25
N  -1.95238  0.44653  -0.06390  -0.60
O  2.81798  -0.47324  0.51988  -0.46
S  -0.05073  1.04506  0.12358  0.57

=====

Model ii:
The following is a quantum chemistry calculation of a structure of composition H2N2O3S2, from OMol25.

Last column: Mulliken charge in e.
Geometry (Å):
O  -0.37580  1.15424  -0.93531  -0.51
H  2.50196  0.41338  0.39154  0.25
O  -0.44382  -1.46478  -0.40747  -0.46
S  -1.38051  -0.57715  0.15476  1.01
H  1.48578  -0.37799  -0.82190  0.30
O  -2.78455  -0.83858  -0.03918  -0.47
S  0.42210  1.27628  0.29753  0.59
N  -1.08974  0.09722  1.46351  -0.40
N  1.66459  0.31737  -0.10349  -0.31

=====

Bottom line: model i, by a margin of 65.2 kJ/mol.